No. 1
Computed, not measured: a 2-piece molecular cluster, CHCl2NO2 overall in a non-equilibrium geometry, with ωB97M-V/def2-TZVPD.

```
7
CHCl2NO2 (ωB97M-V/def2-TZVPD)
Cl -0.240 2.037 1.112
Cl 1.713 0.233 0.363
O -0.980 -0.670 -1.086
O 0.483 -2.431 -1.155
N 0.259 1.086 -0.065
C -0.237 -1.539 -1.125
H -0.998 1.283 1.955
```

- orbital gap (eV) = 8.9307
- electronic energy (eV) = -31678.6691
- lowest unoccupied orbital energy (eV) = 0.03
- charge = 0
- 2S+1 = 1

---

No. 2
Computed, not measured: a 2-piece molecular cluster, CHCl2NS overall in a non-equilibrium geometry, with ωB97M-V/def2-TZVPD.

```
6
CHCl2NS (ωB97M-V/def2-TZVPD)
Cl -0.221 1.446 -2.058
Cl -0.537 -1.044 2.102
S -1.897 -0.598 0.669
N 1.176 0.263 -0.151
C 0.296 0.559 -0.893
H 1.183 -0.625 0.331
```

- orbital gap (spin up / spin down) (eV) = 7.0336 / 6.3228
- electronic energy (eV) = -38419.9936
- lowest unoccupied orbital energy (spin up / spin down) (eV) = -1.16 / -1.69
- charge = 0
- 2S+1 = 1

---

No. 3
Computed, not measured: CHCl3N4 in the gas phase in a non-equilibrium geometry, with ωB97M-V/def2-TZVPD.

```
9
CHCl3N4 (ωB97M-V/def2-TZVPD)
Cl 1.731 -0.777 1.449
Cl 1.447 2.046 0.429
Cl -3.000 -0.543 -0.112
N -0.513 -1.166 -0.006
N -0.949 1.026 -0.358
N -1.335 -0.155 -0.119
N 0.398 0.843 -0.391
C 0.743 -0.509 -0.128
H 1.477 -0.765 -0.764
```

- orbital gap (spin up / spin down) (eV) = 7.9734 / 7.9747
- electronic energy (eV) = -44575.1360
- lowest unoccupied orbital energy (spin up / spin down) (eV) = -1.04 / -1.04
- charge = 0
- 2S+1 = 1

---

We obtain energy above the lowest of the compared OMol25 structures with the same formula, charge and spin values of 74.1; 64.0; 2.1 kcal per mole for the records listed above, in that order.